Below is 7 unconnected molecules or ions with the total composition C19H36Br12FNOS, with properties calculated with the ωB97M-V functional and the def2-TZVPD basis.

Values from the calculation:
* orbital gap: 9.57 eV
* lowest unoccupied orbital energy: 0.01447 hartree
* spin multiplicity: 1
* SMILES string: C[C@@H](F)C[C@H]1C(=O)NC[C@@H]1S.BrCCBr.BrCCBr.BrCCBr.BrCCBr.BrCCBr.BrCCBr
* E: -32261.8033 Eh

Each line ends with the Mulliken charge.
Geometry (Å):
1 C 1.1706 -1.3782 4.8516  -1.26
2 C 1.1501 -0.4496 3.6787  0.37
3 F 0.6812 0.7730 4.1239  -0.38
4 C 2.5012 -0.2107 3.0971  -0.67
5 C 3.0760 -1.4361 2.4279  0.29
6 C 3.0220 -1.4898 0.9179  -0.07
7 O 2.3558 -0.8507 0.1751  -0.64
8 N 3.9336 -2.4572 0.5422  -0.23
9 C 4.5444 -3.0306 1.7462  -0.74
10 C 4.5329 -1.7969 2.6026  0.31
11 S 5.2422 -1.9338 4.2176  -0.25
12 H 1.3215 -2.3999 4.5491  0.35
13 H 1.9995 -1.1086 5.4866  0.25
14 H 0.2691 -1.2974 5.4216  0.43
15 H 0.4809 -0.8399 2.9214  0.35
16 H 3.1498 0.0455 3.9189  0.12
17 H 2.4819 0.6409 2.4512  0.36
18 H 2.4208 -2.2588 2.6924  -0.04
19 H 3.6330 -3.1160 -0.1590  0.33
20 H 3.8209 -3.7340 2.1289  0.31
21 H 5.5025 -3.4960 1.6213  0.45
22 H 5.0495 -1.0766 1.9858  0.19
23 H 4.2564 -1.4765 4.9870  0.10
24 Br 0.5857 -4.0211 -0.5318  -0.21
25 C 0.4996 -2.5210 -1.7749  -0.34
26 C -0.8975 -2.2793 -2.2627  -0.04
27 Br -1.4459 -3.5850 -3.6060  -0.17
28 H 1.1960 -2.7403 -2.5771  0.47
29 H 0.8579 -1.6645 -1.2107  0.20
30 H -0.9457 -1.3171 -2.7623  -0.30
31 H -1.6344 -2.3189 -1.4680  0.41
32 Br 0.1161 1.1110 -3.1604  -0.12
33 C -0.8556 1.2676 -4.8398  -0.36
34 C -1.9856 2.2493 -4.7288  -0.55
35 Br -3.4538 1.4710 -3.7232  -0.14
36 H -1.1965 0.2714 -5.0951  -0.02
37 H -0.1218 1.5979 -5.5724  0.39
38 H -2.3879 2.4879 -5.7102  0.37
39 H -1.7005 3.1637 -4.2200  0.43
40 Br -3.9451 3.5880 0.2452  -0.11
41 C -4.8191 1.8738 -0.0203  0.31
42 C -4.2251 0.8013 0.8496  -0.71
43 Br -2.5040 0.1937 0.1727  -0.10
44 H -4.7429 1.6461 -1.0776  0.00
45 H -5.8617 2.0398 0.2439  -0.16
46 H -4.8621 -0.0799 0.8539  0.40
47 H -4.0597 1.1336 1.8682  0.35
48 Br 6.3930 1.4645 4.4628  -0.10
49 C 6.5747 3.0369 3.3117  -0.59
50 C 5.3156 3.4106 2.5880  -0.57
51 Br 4.9887 2.2220 1.0847  -0.14
52 H 7.3812 2.8188 2.6207  0.37
53 H 6.8765 3.8319 3.9893  0.34
54 H 5.4135 4.4005 2.1494  0.35
55 H 4.4364 3.3808 3.2231  0.37
56 Br -1.6871 -1.1291 -7.4101  -0.10
57 C 0.0960 -1.7065 -6.8817  -0.45
58 C 1.1516 -1.1998 -7.8262  -0.57
59 Br 1.1640 -2.1933 -9.4972  -0.15
60 H 0.0666 -2.7884 -6.8223  0.47
61 H 0.2519 -1.2968 -5.8850  0.07
62 H 2.1408 -1.3410 -7.3975  0.40
63 H 1.0131 -0.1557 -8.0849  0.36
64 Br -8.4890 3.4197 0.6862  -0.14
65 C -9.0973 1.9947 1.8605  -0.63
66 C -8.6303 2.2073 3.2739  -0.55
67 Br -6.7406 1.7846 3.4708  -0.12
68 H -8.7337 1.0637 1.4400  0.37
69 H -10.1830 2.0165 1.8072  0.36
70 H -9.1505 1.5357 3.9523  0.34
71 H -8.7583 3.2314 3.6058  0.37

Below is a molecular structure, C19H36Cl2N2ReS4Sb3, with properties calculated with the ωB97M-V functional and the def2-TZVPD basis.

Values from the calculation:
* orbital gap (alpha / beta): 7.89 / 5.49 eV
* lowest unoccupied orbital energy (alpha / beta): -0.08756 / -0.16808 hartree
* spin multiplicity: 4
* ⟨S²⟩: 3.785
* E: -4166.9964 Eh
* total charge: +1

Each line ends with the Löwdin spin population.
Geometry (Å):
1 Re 1.1485 -0.8766 0.2512  1.59
2 S 2.8892 -3.6013 2.2752  0.52
3 Sb 3.9987 -4.0335 0.2466  -0.01
4 S 3.2903 -1.5910 -0.6349  0.00
5 S 1.7083 -1.6862 -1.8728  0.18
6 S 2.1530 -5.1802 -0.6047  0.52
7 C -1.9921 0.4988 -1.4973  0.01
8 Sb -1.0940 0.4283 0.4471  0.02
9 C -1.0597 2.5444 0.7116  0.00
10 C -2.8494 -0.0755 1.6232  0.01
11 C -3.7861 -0.7779 0.7181  0.00
12 C -4.8408 -0.0855 0.1354  0.00
13 C -5.6779 -0.6995 -0.7779  0.00
14 C -5.4510 -2.0240 -1.1184  0.00
15 C -4.4206 -2.7293 -0.5206  0.00
16 C -3.5708 -2.1271 0.4051  0.00
17 C -2.5434 -2.9339 1.1048  0.00
18 Sb -0.4198 -3.0361 0.4845  0.02
19 C -0.8888 -3.8644 -1.4440  0.01
20 C -0.2373 -4.7326 1.8021  0.01
21 H -2.9386 1.0305 -1.4143  0.00
22 H -2.1763 -0.5033 -1.8833  0.00
23 H -1.3247 1.0290 -2.1765  0.00
24 H -2.0603 2.8998 0.4944  0.00
25 H -0.3671 2.9875 0.0045  0.00
26 H -0.7990 2.8295 1.7236  0.00
27 H -3.2468 0.8770 1.9663  0.00
28 H -2.5880 -0.6831 2.4870  0.00
29 H -5.0068 0.9434 0.4195  0.00
30 H -6.4863 -0.1437 -1.2304  0.00
31 H -6.0813 -2.5079 -1.8480  0.00
32 H -4.2729 -3.7700 -0.7653  0.00
33 H -2.8062 -3.9842 1.0057  0.00
34 H -2.5276 -2.6935 2.1669  0.00
35 H -1.5093 -4.7435 -1.2728  0.00
36 H 0.0260 -4.1581 -1.9572  0.00
37 H -1.4330 -3.1248 -2.0323  0.00
38 H -0.8648 -5.5124 1.3851  0.00
39 H -0.5923 -4.4664 2.7951  0.00
40 H 0.7820 -5.0851 1.8566  0.00
41 Cl 1.9624 -0.5994 2.4003  0.06
42 C 0.8113 -0.8490 3.7148  0.00
43 Cl -0.4289 0.4144 3.6220  0.00
44 H 1.3385 -0.7647 4.6635  0.00
45 H 0.3675 -1.8415 3.5768  0.00
46 C 2.3777 4.2070 1.2386  0.00
47 C 3.4778 3.5453 0.4080  0.00
48 N 2.9809 3.1114 -0.8919  0.01
49 C 3.3630 3.9557 -2.0139  0.00
50 C 4.7635 3.6211 -2.5146  0.00
51 C 2.2683 1.9866 -1.0324  0.01
52 C 1.6817 1.6718 -2.3694  0.01
53 N 2.0369 1.1685 -0.0474  0.03
54 H 2.8062 4.6421 2.1379  0.00
55 H 1.6160 3.4898 1.5356  0.00
56 H 1.8997 4.9976 0.6627  0.00
57 H 3.9190 2.7037 0.9529  0.00
58 H 4.2766 4.2662 0.2382  0.00
59 H 3.3258 4.9955 -1.6840  0.00
60 H 2.6519 3.8411 -2.8281  0.00
61 H 5.5104 3.7951 -1.7453  0.00
62 H 5.0031 4.2370 -3.3749  0.00
63 H 4.8221 2.5798 -2.8172  0.00
64 H 1.0807 2.4996 -2.7425  0.00
65 H 1.0518 0.7911 -2.2799  0.01
66 H 2.4660 1.4552 -3.0899  0.00
67 H 2.4886 1.4429 0.8213  0.00

Below is 5 unconnected molecules or ions with the total composition C19H36ClF3O8P, with properties calculated with the ωB97M-V functional and the def2-TZVPD basis.

Values from the calculation:
* orbital gap: 7.01 eV
* lowest unoccupied orbital energy: 0.08968 hartree
* spin multiplicity: 1
* E: -2448.5984 Eh
* total charge: -1

Each line ends with the natural charge from an NBO analysis.
Geometry (Å):
1 O 1.7954 2.2406 4.3763  -0.52
2 C 2.6129 1.4746 3.9899  0.62
3 Cl 3.5089 0.4807 5.2168  -0.14
4 C 3.0235 1.2049 2.5759  -0.55
5 C 2.0146 0.3475 1.7923  0.10
6 C 0.5410 0.4960 2.1470  -0.10
7 O -0.0615 -0.5272 1.4243  -0.83
8 P 0.8138 -2.0130 1.7354  1.37
9 C -0.7633 -3.0739 1.5769  -0.73
10 C -1.8189 -2.7500 0.4978  -0.38
11 C -3.0791 -2.0406 1.0359  -0.41
12 C -3.0465 -0.5284 1.0729  -0.01
13 C -2.5461 0.2265 0.0229  -0.19
14 C -2.4823 1.6097 0.0858  -0.20
15 C -2.9261 2.2683 1.2234  -0.24
16 C -3.4527 1.5358 2.2694  -0.25
17 C -3.5116 0.1517 2.1939  -0.16
18 C 1.1333 -2.2522 -0.1497  -0.40
19 O 2.4971 -2.0047 -0.5932  -0.51
20 C 2.6535 -1.5755 -1.8192  1.17
21 F 2.4473 -0.2290 -1.9652  -0.36
22 F 3.9267 -1.8048 -2.2241  -0.34
23 F 1.8361 -2.1637 -2.7419  -0.36
24 O 2.2958 -1.0078 1.8826  -0.81
25 H 3.2066 2.1659 2.0935  0.23
26 H 3.9631 0.6542 2.5817  0.25
27 H 2.0965 0.6926 0.7436  0.15
28 H 0.1091 1.4739 1.9212  0.20
29 H 0.4225 0.3416 3.2331  0.15
30 H 1.6258 -3.1631 2.0629  -0.16
31 H 0.5681 -1.8234 3.1569  -0.18
32 H -0.4165 -4.1003 1.4251  0.20
33 H -1.2413 -3.0406 2.5587  0.20
34 H -1.4108 -2.1784 -0.3314  0.20
35 H -2.1658 -3.6891 0.0551  0.19
36 H -3.2301 -2.3724 2.0670  0.20
37 H -3.9585 -2.3689 0.4726  0.20
38 H -2.1791 -0.2750 -0.8646  0.20
39 H -2.0579 2.1428 -0.7512  0.22
40 H -2.8434 3.3459 1.2827  0.20
41 H -3.7959 2.0463 3.1613  0.20
42 H -3.9063 -0.4178 3.0274  0.19
43 H 0.8594 -3.2728 -0.4252  0.17
44 H 0.4690 -1.5688 -0.6793  0.18
45 C -0.6028 4.0680 3.2438  -0.25
46 O 0.0127 4.1168 1.9585  -0.72
47 H -1.0433 3.0809 3.3571  0.20
48 H 0.1311 4.2162 4.0372  0.17
49 H -1.3894 4.8267 3.3222  0.14
50 H 0.4110 4.9840 1.8549  0.46
51 C -3.0397 3.0628 -3.7847  -0.25
52 O -3.3561 3.4442 -2.4535  -0.71
53 H -3.1571 1.9832 -3.8401  0.19
54 H -3.7139 3.5272 -4.5110  0.15
55 H -2.0075 3.3153 -4.0435  0.16
56 H -3.2549 4.3966 -2.3797  0.46
57 C -0.5149 -3.6752 -4.1399  -0.25
58 O -1.5601 -4.1166 -3.2786  -0.72
59 H -0.1528 -2.7330 -3.7482  0.20
60 H 0.3125 -4.3893 -4.1637  0.16
61 H -0.8857 -3.5179 -5.1584  0.15
62 H -1.8924 -4.9529 -3.6127  0.46
63 C 5.0408 0.6114 -4.0031  -0.25
64 O 6.0782 1.1429 -4.8315  -0.73
65 H 4.2514 1.3566 -3.9559  0.18
66 H 4.6299 -0.3094 -4.4209  0.17
67 H 5.3981 0.4157 -2.9911  0.17
68 H 6.7787 0.4880 -4.8744  0.46

Question: Which formula does entry 2 have?
Answer: C19H36Cl2N2ReS4Sb3

Question: Which of these has the highest spin multiplicity?
Answer: C19H36Cl2N2ReS4Sb3

Question: Number 3 is which compound?
Answer: C19H36ClF3O8P